No. 1
Density functional theory data (ωB97M-V with the def2-TZVPD basis set) for a 8-piece molecular cluster, C36H89ClO24P2 overall.

Positions of all 152 atoms, in Å:
O 1.12 -3.27 0.21
P -0.04 -2.88 -0.60
O -0.79 -1.64 0.08
O -1.13 -4.04 -0.69
C 0.39 -2.31 -2.29
O 0.28 -0.89 -2.30
P 0.96 -0.23 -3.60
O 2.38 -0.53 -3.69
O 0.60 1.30 -3.45
C 1.73 2.14 -3.16
C 2.33 1.94 -1.77
C 2.92 3.23 -1.19
Cl 1.95 3.87 0.15
O 0.22 -0.84 -4.89
C -1.04 -0.31 -5.28
O -2.06 -1.03 -4.63
C -3.17 -0.25 -4.27
O -2.90 0.38 -3.04
C -4.07 1.08 -2.60
C -3.92 1.54 -1.15
O -2.95 0.73 -0.49
H -0.64 -1.71 1.04
H -1.88 -3.71 -1.22
H 1.42 -2.61 -2.47
H -0.31 -2.77 -3.00
H 1.35 3.16 -3.21
H 2.51 2.06 -3.91
H 1.63 1.45 -1.09
H 3.16 1.24 -1.87
H 2.97 3.97 -1.98
H 3.94 3.05 -0.87
H -1.12 -0.50 -6.35
H -1.12 0.77 -5.11
H -4.02 -0.93 -4.17
H -3.38 0.50 -5.04
H -4.24 1.92 -3.28
H -4.93 0.42 -2.68
H -3.56 2.57 -1.15
H -4.90 1.48 -0.68
H -3.08 0.89 0.46
C -2.99 6.61 1.26
O -2.94 5.26 1.70
C -1.62 4.75 1.81
C -1.13 4.73 3.24
O -0.96 6.04 3.75
C -2.02 6.45 4.60
H -4.00 6.97 1.41
H -2.30 7.24 1.82
H -2.74 6.66 0.19
H -0.93 5.32 1.18
H -1.65 3.72 1.43
H -0.15 4.25 3.26
H -1.81 4.15 3.87
H -1.95 5.94 5.57
H -3.00 6.26 4.16
H -1.91 7.52 4.77
C 1.43 4.10 6.07
O 0.47 3.05 6.09
C 0.76 2.04 5.13
C 1.38 0.82 5.78
O 2.67 1.11 6.30
C 2.68 1.30 7.70
H 1.27 4.72 6.96
H 2.45 3.71 6.10
H 1.30 4.72 5.18
H 1.41 2.42 4.34
H -0.20 1.75 4.68
H 1.50 0.04 5.02
H 0.72 0.43 6.56
H 2.55 0.34 8.22
H 1.90 1.99 8.02
H 3.65 1.71 7.97
C 5.83 8.24 3.40
O 5.29 7.20 2.60
C 5.38 5.93 3.21
C 4.05 5.50 3.81
O 3.68 6.33 4.91
C 2.70 7.30 4.56
H 5.54 9.19 2.95
H 5.45 8.21 4.42
H 6.93 8.19 3.41
H 6.16 5.92 3.98
H 5.66 5.21 2.43
H 4.15 4.48 4.19
H 3.27 5.50 3.04
H 1.72 6.83 4.42
H 2.98 7.84 3.65
H 2.63 8.01 5.38
C -5.49 -7.45 0.37
O -5.47 -6.04 0.47
C -5.50 -5.57 1.81
C -4.13 -5.15 2.30
O -3.25 -6.25 2.40
C -2.35 -6.35 1.31
H -5.25 -7.71 -0.66
H -4.75 -7.92 1.03
H -6.49 -7.84 0.61
H -5.92 -6.33 2.48
H -6.17 -4.70 1.83
H -4.23 -4.72 3.30
H -3.72 -4.38 1.64
H -1.58 -5.57 1.38
H -2.86 -6.26 0.35
H -1.86 -7.32 1.36
C 2.59 -7.81 -1.90
O 2.66 -6.40 -1.79
C 2.70 -5.94 -0.44
C 4.10 -5.57 -0.02
O 4.96 -6.71 0.02
C 5.80 -6.81 -1.11
H 2.79 -8.08 -2.94
H 3.33 -8.30 -1.26
H 1.59 -8.15 -1.63
H 2.28 -6.70 0.23
H 2.06 -5.05 -0.38
H 4.07 -5.15 0.99
H 4.50 -4.81 -0.69
H 6.59 -6.05 -1.07
H 5.24 -6.70 -2.04
H 6.27 -7.80 -1.09
C 4.24 -6.05 -5.21
O 4.52 -7.43 -5.32
C 4.13 -7.98 -6.57
C 5.31 -8.16 -7.50
O 5.86 -6.91 -7.89
C 7.04 -6.57 -7.18
H 4.75 -5.67 -4.32
H 4.58 -5.49 -6.08
H 3.16 -5.89 -5.08
H 3.36 -7.36 -7.04
H 3.69 -8.97 -6.36
H 4.97 -8.67 -8.41
H 6.07 -8.79 -7.03
H 7.88 -7.19 -7.52
H 6.91 -6.69 -6.11
H 7.26 -5.53 -7.40
C -7.77 6.55 -0.73
O -8.61 5.41 -0.78
C -8.27 4.50 -1.80
C -7.51 3.31 -1.26
O -6.23 3.68 -0.76
C -6.20 3.78 0.65
H -7.97 7.07 0.20
H -6.71 6.26 -0.75
H -7.98 7.22 -1.56
H -7.69 5.00 -2.59
H -9.20 4.14 -2.25
H -7.34 2.60 -2.08
H -8.09 2.80 -0.49
H -6.22 2.78 1.10
H -7.03 4.36 1.04
H -5.26 4.26 0.93

For the frontier orbital gap, the calculation gives 8.7 eV. As for the SMILES: O=P(O)(O)CO[P@](=O)(OCCCCl)OCOCOCCO.COCCOC.COCCOC.COCCOC.COCCOC.COCCOC.COCCOC.COCCOC.

No. 2
Density functional theory data (ωB97M-V with the def2-TZVPD basis set) for a 7-piece molecular cluster, C36H89N7O2 overall.

Positions of all 134 atoms, in Å:
C 2.43 4.68 0.61
C 0.94 4.78 0.38
N 0.51 4.31 -0.95
C 1.18 5.01 -2.03
C 1.01 6.54 -2.07
C -0.94 4.37 -1.02
C -1.49 3.74 -2.31
H 2.79 3.66 0.46
H 2.71 5.06 1.59
H 3.02 5.30 -0.07
H 0.43 4.17 1.13
H 0.58 5.82 0.50
H 2.24 4.76 -2.00
H 0.84 4.60 -2.98
H -0.04 6.83 -2.03
H 1.57 7.02 -1.27
H 1.43 6.94 -3.00
H -1.32 5.40 -0.94
H -1.35 3.80 -0.19
H -1.43 4.43 -3.15
H -2.55 3.51 -2.20
H -0.95 2.82 -2.54
C -2.49 -5.41 1.31
C -1.10 -5.99 1.53
N -0.57 -6.75 0.38
C -1.54 -7.58 -0.31
C -2.02 -8.74 0.55
C 0.18 -5.90 -0.52
C 1.56 -5.51 0.02
H -2.70 -4.65 2.07
H -3.26 -6.16 1.49
H -2.55 -4.94 0.33
H -0.37 -5.22 1.74
H -1.10 -6.70 2.37
H -2.39 -7.02 -0.72
H -1.02 -8.05 -1.16
H -1.20 -9.37 0.88
H -2.55 -8.43 1.45
H -2.67 -9.39 -0.04
H -0.39 -5.01 -0.83
H 0.43 -6.45 -1.44
H 2.15 -6.42 0.16
H 1.56 -5.11 1.04
H 2.10 -4.88 -0.68
C -2.95 4.50 2.45
C -3.83 4.84 3.62
N -4.59 3.78 4.28
C -5.26 4.30 5.45
C -6.51 5.14 5.10
C -3.77 2.59 4.59
C -3.80 1.55 3.48
H -2.31 3.62 2.60
H -2.30 5.35 2.25
H -3.55 4.24 1.58
H -3.23 5.36 4.41
H -4.52 5.64 3.33
H -5.60 3.47 6.07
H -4.62 4.97 6.04
H -6.28 5.89 4.34
H -7.30 4.49 4.73
H -6.87 5.65 5.99
H -4.15 2.11 5.49
H -2.75 2.93 4.80
H -3.22 0.67 3.78
H -3.38 1.87 2.53
H -4.82 1.20 3.34
C 0.14 1.55 2.46
C -0.37 0.11 2.52
N 0.51 -0.85 1.89
C 0.94 -0.46 0.56
C -0.18 -0.39 -0.46
C 0.00 -2.21 1.96
C -0.22 -2.71 3.36
H 0.01 2.00 1.47
H 1.20 1.61 2.75
H -0.36 2.19 3.19
H -0.33 -0.06 3.60
H -1.44 0.09 2.25
H 1.77 -1.04 0.18
H 1.34 0.56 0.61
H -0.67 -1.33 -0.73
H 0.21 0.02 -1.40
H -0.99 0.28 -0.16
H -0.92 -2.29 1.36
H 0.75 -2.85 1.46
H -1.12 -2.31 3.81
H -0.23 -3.80 3.33
H 0.65 -2.43 3.97
C -3.12 -1.24 -6.69
C -1.70 -1.76 -6.71
N -1.22 -2.06 -5.36
C -0.06 -2.97 -5.40
C 0.16 -3.68 -4.08
C -0.88 -0.85 -4.61
C 0.28 0.03 -5.09
H -3.19 -0.15 -6.57
H -3.77 -1.74 -5.97
H -3.58 -1.37 -7.68
H -1.69 -2.69 -7.28
H -1.09 -1.01 -7.23
H -0.23 -3.71 -6.18
H 0.86 -2.45 -5.69
H -0.79 -3.94 -3.62
H 0.66 -4.63 -4.25
H 0.73 -3.06 -3.38
H -0.74 -1.12 -3.56
H -1.75 -0.19 -4.60
H 0.21 0.96 -4.51
H 0.17 0.30 -6.14
H 1.27 -0.35 -4.86
C 6.26 0.89 -1.77
N 4.82 0.76 -1.77
C 4.02 1.85 -1.83
C 2.54 1.60 -1.82
O 4.47 2.98 -1.87
H 6.71 -0.09 -1.88
H 6.60 1.34 -0.83
H 6.57 1.53 -2.59
H 4.44 -0.17 -1.68
H 2.23 0.56 -1.96
H 2.04 2.29 -2.50
H 2.10 1.92 -0.87
C 3.95 -0.69 2.28
N 5.28 -1.27 2.39
C 6.39 -0.59 2.03
C 7.70 -1.32 2.26
O 6.34 0.57 1.66
H 3.24 -1.15 2.97
H 3.62 -0.79 1.25
H 3.98 0.37 2.51
H 5.31 -2.25 2.64
H 7.88 -2.13 1.56
H 7.72 -1.65 3.30
H 8.48 -0.57 2.18

As for the relative energy (zero: lowest compared OMol25 entry of this formula, charge and spin): 0.762 eV. For the frontier orbital gap, the calculation gives 8.6 eV. As for the SMILES: CCN(CC)CC.CCN(CC)CC.CCN(CC)CC.CCN(CC)CC.CCN(CC)CC.CNC(C)=O.CNC(C)=O.

No. 3
Density functional theory data (ωB97M-V with the def2-TZVPD basis set) for C36H90BF4KN6 as an isolated structure.

Positions of all 138 atoms, in Å:
K -3.53 -0.26 -0.57
B -1.19 1.67 -0.37
F -0.63 0.57 0.32
F -0.29 2.71 -0.29
F -1.41 1.17 -1.64
F -2.44 2.00 0.17
C -3.98 0.68 3.27
C -4.43 -0.81 3.16
N -3.78 -1.53 2.02
C -2.32 -1.59 2.15
C -1.80 -2.23 3.39
C -4.34 -2.88 1.89
C -5.70 -2.92 1.14
H -3.98 1.20 2.32
H -2.99 0.67 3.73
H -4.65 1.24 3.92
H -4.24 -1.41 4.05
H -5.50 -0.67 3.01
H -1.86 -2.07 1.28
H -1.84 -0.62 2.04
H -1.85 -1.55 4.25
H -2.28 -3.17 3.63
H -0.75 -2.49 3.26
H -4.31 -3.39 2.86
H -3.69 -3.49 1.26
H -6.44 -2.43 1.77
H -6.02 -3.90 0.79
H -5.64 -2.30 0.25
C 0.52 3.47 2.70
C -0.60 2.48 2.96
N -1.09 2.54 4.38
C -2.01 3.69 4.59
C -2.81 3.49 5.88
C -0.07 2.26 5.38
C 0.53 0.87 5.30
H 1.44 3.17 3.19
H 0.15 4.43 3.07
H 0.77 3.49 1.64
H -1.41 2.76 2.29
H -0.33 1.45 2.71
H -1.46 4.62 4.74
H -2.72 3.80 3.76
H -3.50 4.32 6.02
H -3.38 2.57 5.98
H -2.07 3.54 6.69
H -0.50 2.29 6.38
H 0.73 2.99 5.44
H -0.27 0.13 5.27
H 1.18 0.67 6.15
H 1.12 0.76 4.39
C 2.51 5.42 -2.46
C 3.92 5.04 -1.95
N 3.93 4.12 -0.80
C 3.51 2.72 -1.12
C 4.34 1.95 -2.16
C 3.19 4.53 0.39
C 3.63 5.82 0.99
H 1.99 4.54 -2.84
H 2.56 6.09 -3.33
H 1.92 5.92 -1.70
H 4.57 4.62 -2.71
H 4.44 5.94 -1.62
H 2.45 2.62 -1.37
H 3.63 2.13 -0.21
H 5.34 1.72 -1.80
H 4.40 2.47 -3.12
H 3.91 0.97 -2.38
H 2.12 4.60 0.16
H 3.21 3.75 1.16
H 4.65 5.70 1.38
H 3.65 6.70 0.35
H 3.08 6.02 1.91
C 2.33 -1.63 0.36
C 2.74 -1.55 1.85
N 4.02 -2.28 2.15
C 3.95 -3.72 1.91
C 2.85 -4.42 2.81
C 5.29 -1.66 1.71
C 5.52 -0.35 2.41
H 2.02 -2.65 0.12
H 3.14 -1.41 -0.34
H 1.49 -0.96 0.17
H 2.74 -0.50 2.14
H 1.98 -1.91 2.54
H 3.74 -3.99 0.88
H 4.94 -4.12 2.13
H 2.90 -4.18 3.88
H 1.88 -4.10 2.43
H 2.90 -5.49 2.63
H 5.32 -1.49 0.63
H 6.15 -2.31 1.83
H 5.38 -0.50 3.48
H 4.91 0.50 2.12
H 6.53 0.05 2.29
C -6.15 -2.89 -2.73
C -4.82 -3.54 -2.33
N -3.65 -2.67 -2.28
C -2.53 -3.49 -1.70
C -1.19 -2.74 -1.52
C -3.35 -2.06 -3.56
C -2.89 -2.98 -4.69
H -6.45 -2.14 -2.00
H -6.90 -3.68 -2.75
H -6.14 -2.48 -3.74
H -4.96 -3.98 -1.35
H -4.56 -4.35 -3.01
H -2.87 -3.80 -0.71
H -2.33 -4.38 -2.29
H -0.39 -3.29 -1.02
H -0.75 -2.54 -2.50
H -1.28 -1.80 -0.97
H -2.56 -1.33 -3.40
H -4.24 -1.52 -3.87
H -3.02 -2.43 -5.63
H -3.51 -3.85 -4.88
H -1.84 -3.28 -4.63
C 0.89 1.67 -4.15
C 0.33 0.30 -4.43
N 1.27 -0.38 -5.38
C 0.66 -1.66 -5.80
C -0.45 -1.41 -6.78
C 2.62 -0.65 -4.81
C 2.64 -1.46 -3.51
H 1.75 1.68 -3.47
H 0.10 2.18 -3.59
H 1.13 2.23 -5.05
H 0.23 -0.20 -3.47
H -0.68 0.36 -4.84
H 1.48 -2.19 -6.30
H 0.29 -2.25 -4.97
H -0.75 -2.35 -7.24
H -1.27 -0.87 -6.30
H -0.13 -0.78 -7.61
H 3.11 0.31 -4.64
H 3.26 -1.06 -5.60
H 2.29 -2.49 -3.60
H 1.97 -1.02 -2.77
H 3.61 -1.48 -3.01

For the frontier orbital gap, the calculation gives 7.5 eV.

Highest occupied orbital energy values, unit hartree, following the record order: -0.3170; -0.3037; -0.2821.
Largest force on an atom values, unit eV/Å, following the record order: 1.31; 1.78; 1.95.